(1)
{"formula": "C26H43N5OSnTe", "method": "ωB97M-V/def2-TZVPD", "s_squared": 0.760, "charge": 1, "multiplicity": 2, "lumo_ev": [-2.04, -3.84], "homo_ev": [-9.947, -10.424], "gap_ev": [7.906, 6.580], "species": ["Te", "Sn", "O", "N", "N", "N", "N", "N", "C", "C", "C", "C", "C", "C", "C", "C", "C", "C", "C", "C", "C", "C", "C", "C", "C", "C", "C", "C", "C", "C", "C", "C", "C", "C", "H", "H", "H", "H", "H", "H", "H", "H", "H", "H", "H", "H", "H", "H", "H", "H", "H", "H", "H", "H", "H", "H", "H", "H", "H", "H", "H", "H", "H", "H", "H", "H", "H", "H", "H", "H", "H", "H", "H", "H", "H", "H", "H"], "xyz": [[-1.29, 1.20, 1.43], [1.62, -2.03, 2.33], [-0.74, 0.73, 4.22], [2.21, -2.18, -0.32], [4.68, -2.91, 1.40], [-0.14, -3.37, 1.11], [0.04, -0.67, 2.57], [2.65, 0.06, 1.47], [4.68, -2.90, -0.06], [-2.67, 4.73, -0.78], [0.14, 1.33, -1.77], [1.08, 3.63, 0.97], [2.52, -0.83, -0.82], [-2.37, -2.10, -1.21], [-1.74, 6.96, -1.47], [3.29, -3.13, -0.67], [-1.75, -1.88, -2.44], [-0.94, -0.76, -2.56], [-0.40, 5.21, -0.26], [-1.42, -0.08, -0.30], [-1.35, 3.09, 0.38], [-0.52, -1.57, 4.79], [-2.24, -1.22, -0.15], [-3.79, 2.58, -0.15], [-1.60, 5.61, -0.83], [-0.26, 3.97, 0.36], [0.29, -3.82, -0.23], [-0.76, 0.14, -1.51], [-0.41, -0.39, 3.81], [-1.98, -2.80, -3.60], [2.04, 0.25, 0.14], [-3.01, -1.50, 1.11], [-2.58, 3.48, -0.18], [0.95, -2.64, -0.93], [2.26, 1.22, -0.29], [4.60, -3.87, 1.73], [0.96, 0.16, 0.27], [-0.42, 2.12, -2.27], [-3.46, -2.49, 1.08], [5.57, -2.58, 1.74], [-3.62, 5.03, -1.22], [-3.82, -0.78, 1.23], [-4.04, 2.30, 0.88], [-1.97, -3.85, -3.29], [-2.15, 6.87, -2.48], [5.07, -1.93, -0.38], [-3.01, -2.97, -1.10], [0.97, -4.66, -0.13], [1.02, 2.72, 1.57], [0.41, -1.67, 5.34], [1.13, -2.90, -1.98], [2.29, 0.78, 2.10], [-0.72, -2.50, 4.26], [-1.23, -2.66, -4.37], [3.66, 0.15, 1.42], [-0.78, 7.47, -1.53], [-4.65, 3.09, -0.58], [0.52, 1.74, -0.84], [0.23, -1.82, -0.91], [1.83, 3.51, 0.19], [3.42, -3.13, -1.76], [2.06, -0.66, -1.80], [1.41, 4.45, 1.61], [-1.32, -1.36, 5.49], [2.96, -4.13, -0.37], [3.60, -0.74, -0.95], [-0.50, -4.15, 1.65], [0.45, 5.88, -0.28], [5.33, -3.67, -0.49], [-2.43, 7.57, -0.89], [-2.96, -2.60, -4.04], [-0.44, -0.57, -3.50], [-3.62, 1.67, -0.72], [-0.56, -4.15, -0.84], [-0.89, -2.70, 1.00], [0.97, 1.05, -2.41], [-2.38, -1.43, 2.00]]}


(2)
{"formula": "C26H44BCsN12O7P", "method": "ωB97M-V/def2-TZVPD", "charge": -1, "multiplicity": 1, "lumo_ev": 2.07, "homo_ev": -6.029, "gap_ev": 8.102, "species": ["Cs", "P", "O", "O", "O", "O", "O", "O", "O", "N", "N", "N", "N", "N", "N", "N", "N", "N", "N", "N", "N", "C", "C", "C", "C", "C", "C", "C", "C", "C", "C", "C", "C", "C", "C", "C", "C", "C", "C", "C", "C", "C", "C", "C", "C", "C", "C", "B", "H", "H", "H", "H", "H", "H", "H", "H", "H", "H", "H", "H", "H", "H", "H", "H", "H", "H", "H", "H", "H", "H", "H", "H", "H", "H", "H", "H", "H", "H", "H", "H", "H", "H", "H", "H", "H", "H", "H", "H", "H", "H", "H", "H"], "xyz": [[0.16, 0.97, 2.11], [-0.77, 3.91, 1.40], [-0.83, 3.17, 0.11], [2.86, 1.42, 2.80], [0.96, 2.72, -1.90], [-0.75, 3.08, 2.65], [-1.97, 5.03, 1.48], [4.20, 1.58, 1.15], [0.51, 4.88, 1.27], [3.88, -0.21, -0.68], [-0.82, -4.18, 0.11], [3.18, 1.13, 1.67], [-0.95, -2.79, 2.21], [-2.62, -1.11, 0.68], [-0.03, -3.55, -0.76], [2.38, 0.33, 1.05], [0.33, -0.74, -0.34], [0.37, -2.74, 2.29], [-1.41, -0.37, -2.70], [1.63, -0.71, -0.82], [-2.56, -2.39, 0.34], [-0.67, -5.50, -0.02], [-3.24, 4.70, 2.00], [-3.16, 4.56, 3.52], [2.63, -0.16, -0.16], [-1.50, -1.60, -3.16], [-1.05, 2.76, -3.35], [-1.52, -2.17, 3.26], [-2.25, 0.56, -3.15], [1.05, 5.77, 2.24], [1.09, 5.15, 3.63], [-3.39, -2.64, -0.69], [0.63, -4.48, -1.44], [-3.48, -0.53, -0.14], [0.22, 7.06, 2.28], [0.66, -2.09, 3.41], [-2.40, -1.98, -4.14], [-2.10, 1.94, -2.59], [-4.01, -1.46, -1.04], [-3.20, 0.26, -4.12], [-3.27, -1.02, -4.63], [0.38, 2.27, -3.10], [-4.17, 5.88, 1.64], [2.47, 6.08, 1.76], [-0.51, -1.70, 4.07], [-3.77, 3.41, 1.38], [0.26, -5.75, -1.01], [-1.75, -3.46, 1.10], [-3.79, 6.79, 2.09], [-2.44, 3.79, 3.76], [1.02, 2.65, -3.92], [-2.44, -3.00, -4.50], [-4.00, -1.28, -5.39], [-2.84, 5.50, 3.97], [0.09, 4.88, 3.94], [-4.13, 4.28, 3.94], [2.94, 6.82, 2.41], [0.23, 7.53, 1.30], [1.33, -4.21, -2.21], [-2.58, -2.12, 3.36], [2.44, 6.47, 0.75], [4.49, 0.50, -0.26], [-1.81, 1.88, -1.54], [1.70, 4.25, 3.63], [-1.26, 2.71, -4.42], [3.99, -0.42, -1.65], [1.68, -1.94, 3.71], [1.51, 5.87, 4.34], [-4.76, 3.18, 1.75], [0.64, 7.74, 3.02], [-5.17, 5.69, 2.02], [-0.80, 6.82, 2.54], [-0.29, -0.26, -1.00], [-3.49, -3.62, -1.10], [-3.06, 2.45, -2.66], [-0.83, -2.32, -2.71], [-4.21, 6.01, 0.57], [-3.09, 2.60, 1.63], [-1.22, -6.19, 0.60], [0.03, -1.72, -0.28], [0.40, 1.17, -3.14], [-0.61, -1.19, 5.01], [-4.73, -1.30, -1.82], [-2.49, -4.29, 1.55], [0.60, -6.70, -1.38], [-3.89, 1.02, -4.45], [-1.12, 3.79, -3.02], [-3.69, 0.52, -0.04], [0.26, 2.90, -1.23], [3.07, 5.17, 1.76], [1.85, -1.24, -1.66], [-3.80, 3.51, 0.30]]}


(3)
{"formula": "C26H45BClF11N4O4S2", "method": "ωB97M-V/def2-TZVPD", "multiplicity": 1, "lumo_ev": -0.26, "homo_ev": -7.026, "gap_ev": 6.766, "species": ["Cl", "S", "S", "F", "F", "F", "F", "F", "F", "F", "F", "F", "F", "F", "O", "O", "O", "O", "N", "N", "N", "N", "C", "C", "C", "C", "C", "C", "C", "C", "C", "C", "C", "C", "C", "C", "C", "C", "C", "C", "C", "C", "C", "C", "C", "C", "C", "C", "B", "H", "H", "H", "H", "H", "H", "H", "H", "H", "H", "H", "H", "H", "H", "H", "H", "H", "H", "H", "H", "H", "H", "H", "H", "H", "H", "H", "H", "H", "H", "H", "H", "H", "H", "H", "H", "H", "H", "H", "H", "H", "H", "H", "H", "H"], "xyz": [[5.14, -1.88, -0.76], [-0.94, -0.12, 4.73], [-1.55, -3.02, -0.18], [-0.51, -1.95, -5.55], [-1.72, -1.90, -3.49], [4.36, 2.52, -1.23], [3.92, 4.31, 0.03], [-1.84, 0.33, -4.06], [-1.45, 1.35, 6.91], [4.51, 2.47, 1.12], [0.63, 1.33, 6.35], [0.55, -0.05, -5.38], [1.08, -1.89, -4.02], [-0.24, -0.40, 7.31], [-1.15, 1.05, 3.88], [0.21, -0.93, 4.32], [-2.14, -0.91, 4.96], [-4.23, -1.40, -0.21], [0.05, 3.44, -2.68], [0.50, 0.51, -1.56], [-4.05, -0.55, -2.48], [-2.62, 4.28, 1.17], [2.74, -0.63, -0.81], [1.27, 1.13, -2.68], [1.90, -3.43, 0.52], [-3.83, 2.94, -0.70], [1.34, -0.01, -0.38], [3.78, 2.89, -0.01], [0.62, 2.32, -3.49], [2.22, 2.63, 0.11], [1.68, 1.26, 0.59], [2.00, -4.66, 1.57], [-3.83, 3.50, 0.79], [-1.86, -1.12, 1.74], [-2.43, 2.24, -1.12], [-0.48, 0.57, 6.39], [0.48, -0.98, 0.63], [4.02, -0.61, 0.09], [-1.03, -0.62, -3.47], [1.15, -2.28, 1.24], [1.47, -4.08, -0.85], [0.04, -1.10, -4.56], [-2.57, -2.20, 2.37], [-2.14, 1.00, -0.13], [-0.62, -0.44, -1.95], [-1.77, -0.38, -0.86], [-1.07, -1.27, 0.32], [4.13, -0.97, 1.60], [-3.29, -0.83, -1.19], [2.23, 1.63, -2.29], [-3.13, 0.90, 0.46], [-1.79, 3.66, 1.20], [3.37, -0.61, 2.34], [-4.70, 2.19, -0.77], [0.48, 4.32, -2.99], [5.14, -0.56, 1.99], [-1.65, 3.03, -0.82], [3.00, -3.13, 0.38], [1.07, -3.36, -1.63], [-4.65, 0.27, -2.38], [2.48, -1.65, -1.27], [1.49, 2.80, -4.07], [-3.59, -2.53, 2.00], [1.92, 3.42, 0.90], [0.31, -2.78, 1.86], [-1.84, -0.14, 2.32], [-2.07, -2.78, 3.22], [-4.57, -1.39, -2.75], [-4.10, 3.80, -1.39], [-1.41, 1.34, 0.67], [-2.68, 4.63, 2.14], [1.77, 3.10, -0.84], [2.92, -5.31, 1.37], [-2.39, 1.97, -2.22], [1.81, 0.36, -3.35], [0.63, 1.57, 0.99], [-0.06, -1.46, -1.87], [-1.16, -3.92, 0.79], [0.37, -0.38, 1.62], [2.22, 0.95, 1.54], [-3.90, 2.61, 1.52], [-4.46, -2.31, -0.49], [0.13, 1.40, -1.14], [0.68, -4.89, -0.67], [4.66, 0.33, -0.08], [4.24, -2.10, 1.78], [-0.94, 3.54, -2.99], [-0.12, 2.06, -4.30], [2.36, -4.62, -1.32], [1.81, -1.98, 2.13], [1.02, -5.24, 1.61], [3.22, -0.17, -1.76], [2.17, -4.23, 2.63], [-4.73, 4.19, 0.99]]}


(4)
{"formula": "C26H45ClF3O3PSSn", "method": "ωB97M-V/def2-TZVPD", "multiplicity": 1, "lumo_ev": [0.23, 0.19], "homo_ev": [-7.796, -5.115], "gap_ev": [8.024, 5.302], "species": ["Sn", "Cl", "S", "P", "F", "F", "F", "O", "O", "O", "C", "C", "C", "C", "C", "C", "C", "C", "C", "C", "C", "C", "C", "C", "C", "C", "C", "C", "C", "C", "C", "C", "C", "C", "C", "C", "H", "H", "H", "H", "H", "H", "H", "H", "H", "H", "H", "H", "H", "H", "H", "H", "H", "H", "H", "H", "H", "H", "H", "H", "H", "H", "H", "H", "H", "H", "H", "H", "H", "H", "H", "H", "H", "H", "H", "H", "H", "H", "H", "H", "H"], "xyz": [[1.95, 2.72, 3.72], [0.38, 3.73, 2.17], [0.65, 0.47, 5.32], [-0.10, 0.36, -0.53], [-0.87, -0.91, 7.00], [-1.24, 1.26, 7.04], [-1.98, 0.07, 5.36], [1.63, 0.87, 6.29], [0.20, 1.64, 4.42], [0.86, -0.73, 4.56], [-0.95, 0.21, 6.25], [-1.39, -1.00, -4.38], [-0.78, 4.49, -1.79], [0.08, -1.95, -1.99], [-2.33, 2.11, -0.94], [4.11, -0.02, -0.07], [4.68, 0.28, -1.46], [-2.94, 3.51, -0.88], [-0.72, -0.01, -3.41], [-0.69, -0.62, -1.99], [0.08, -3.00, 1.52], [-0.76, -2.40, -4.34], [-1.86, -2.64, 3.68], [-0.62, -2.94, -2.91], [1.76, 0.67, -0.80], [-0.73, -0.58, 1.08], [2.31, 0.85, -2.26], [2.61, -0.38, -0.09], [-0.80, 2.12, -0.77], [3.79, 1.25, -2.27], [-1.09, -2.08, 1.20], [-2.31, 4.49, -1.87], [-0.16, 3.07, -1.81], [-2.24, -2.39, 2.22], [0.40, -3.44, 2.86], [-0.79, -3.71, 3.83], [2.18, -0.09, -2.82], [0.15, -2.36, -0.98], [-1.37, -3.09, -4.94], [-2.59, 1.66, -1.91], [-1.61, -3.16, -2.49], [-1.49, -2.49, 0.26], [-1.58, 0.02, 1.42], [-2.81, 3.91, 0.14], [2.25, -0.52, 0.94], [-0.05, -3.88, -2.92], [1.03, -4.34, 2.80], [-2.69, 5.51, -1.69], [-1.21, -4.71, 3.64], [-1.74, -0.82, -1.72], [-1.27, 0.94, -3.43], [-0.47, 4.99, -0.87], [1.11, -1.77, -2.34], [-2.46, -1.07, -4.11], [2.48, -1.35, -0.61], [-2.76, -2.96, 4.23], [5.68, 0.71, -1.36], [-0.30, 2.67, -2.83], [-2.62, 4.22, -2.89], [-2.78, 1.48, -0.16], [-2.71, -3.33, 1.88], [0.23, -2.36, -4.80], [-3.01, -1.61, 2.19], [0.30, 0.21, -3.75], [1.89, 1.64, -0.30], [4.25, 0.86, 0.58], [-4.01, 3.45, -1.06], [0.94, -2.62, 3.37], [4.81, -0.65, -2.03], [-0.37, 5.08, -2.62], [3.92, 2.27, -1.89], [-1.50, -1.73, 4.17], [-0.55, 2.56, 0.22], [0.05, -0.41, 1.86], [-0.41, -3.69, 4.86], [-1.34, -0.61, -5.40], [0.92, 3.17, -1.64], [4.15, 1.26, -3.31], [4.67, -0.85, 0.37], [0.84, -3.12, 0.76], [1.74, 1.62, -2.81]]}


(5)
{"formula": "C26H45N2O19", "method": "ωB97M-V/def2-TZVPD", "charge": 1, "multiplicity": 1, "lumo_ev": -5.16, "homo_ev": -11.881, "gap_ev": 6.720, "species": ["O", "O", "O", "O", "O", "O", "O", "O", "O", "O", "O", "O", "O", "O", "O", "O", "O", "O", "O", "N", "N", "C", "C", "C", "C", "C", "C", "C", "C", "C", "C", "C", "C", "C", "C", "C", "C", "C", "C", "C", "C", "C", "C", "C", "C", "C", "C", "H", "H", "H", "H", "H", "H", "H", "H", "H", "H", "H", "H", "H", "H", "H", "H", "H", "H", "H", "H", "H", "H", "H", "H", "H", "H", "H", "H", "H", "H", "H", "H", "H", "H", "H", "H", "H", "H", "H", "H", "H", "H", "H", "H", "H"], "xyz": [[-3.95, 0.56, -2.68], [-0.64, 5.81, 0.03], [2.05, -3.90, -0.08], [-3.44, 2.65, -2.38], [4.44, 2.64, 3.30], [0.65, -12.21, -3.37], [-1.80, 1.20, -2.93], [1.00, 4.12, 1.67], [-0.79, -10.61, -2.68], [3.72, 0.50, 3.30], [-0.79, -3.22, -3.09], [0.54, 3.49, 3.78], [2.13, -4.38, 2.13], [0.90, -4.62, -3.63], [5.70, 0.91, 2.55], [-1.32, 4.11, 1.31], [-1.25, -12.82, -2.57], [1.08, -5.73, 0.81], [-1.23, -5.32, -3.34], [-3.71, 7.73, 3.54], [-1.93, 8.25, 0.38], [0.16, -2.15, -3.09], [-0.49, -11.77, -2.86], [-3.41, 6.47, 3.85], [-2.95, 1.44, -2.70], [-0.08, 3.42, 1.13], [2.90, -3.19, 2.32], [-1.27, 5.41, 0.96], [1.78, -4.60, 0.86], [6.75, 1.84, 2.25], [-2.53, -12.50, -2.01], [-0.53, 8.76, 0.59], [-3.54, -0.77, -2.98], [0.65, -6.10, -0.50], [-0.26, -4.41, -3.38], [4.61, 1.46, 3.07], [2.50, 0.97, 3.87], [-2.12, 6.28, 1.84], [0.91, 4.33, 3.02], [1.58, -11.18, -3.72], [-3.24, 8.31, 2.43], [-0.25, 9.95, -0.30], [-2.44, 3.66, -2.35], [-0.80, -6.65, -3.61], [-2.62, 5.72, 3.00], [-2.43, 7.63, 1.54], [1.30, 5.71, 3.45], [0.82, 10.15, -0.24], [0.93, -2.32, -2.34], [-3.13, -0.83, -3.99], [0.01, -5.33, -0.92], [-0.45, 9.09, 1.63], [-2.39, 4.70, 3.29], [0.12, 3.24, 0.08], [-3.51, 9.34, 2.24], [-0.45, 9.69, -1.34], [-0.20, 2.46, 1.61], [1.35, 6.38, 2.60], [-2.80, -1.12, -2.26], [0.08, -7.02, -0.41], [1.15, -10.53, -4.49], [1.86, -10.59, -2.85], [7.08, 2.34, 3.16], [-2.93, 4.59, -2.08], [-1.67, -7.30, -3.54], [-1.97, 3.78, -3.33], [-2.41, -11.97, -1.07], [0.61, -2.03, -4.08], [-1.68, 3.43, -1.60], [-2.51, 9.07, 0.23], [3.83, -3.24, 1.77], [0.20, 7.98, 0.44], [0.59, 6.05, 4.19], [2.01, 1.68, 3.20], [-4.42, -1.40, -2.93], [2.68, 1.44, 4.84], [6.42, 2.56, 1.52], [-4.30, 8.29, 4.15], [-0.75, 10.85, 0.02], [-0.38, -6.72, -4.61], [-3.03, -13.44, -1.83], [-0.39, -1.24, -2.84], [1.85, 0.11, 4.00], [7.56, 1.25, 1.84], [-3.11, -11.90, -2.71], [2.29, 5.65, 3.90], [3.11, -3.14, 3.39], [-0.07, -6.98, -2.88], [1.51, -6.28, -1.15], [-3.80, 6.06, 4.77], [2.33, -2.31, 2.02], [2.45, -11.67, -4.12]]}


It is found that the E_tot values, taken in the order of the records, are -50276.4916; -70407.6603; -106594.7078; -80464.8029; -69568.2423 eV.